# 1
{"formula": "C34H58F3NO8Si", "method": "wB97M-V/def2-TZVPD", "symbols": ["C", "N", "C", "C", "O", "C", "C", "O", "O", "C", "C", "C", "F", "C", "F", "F", "C", "C", "Si", "C", "C", "C", "C", "C", "C", "C", "C", "H", "H", "H", "H", "H", "H", "H", "H", "H", "H", "H", "H", "H", "H", "H", "H", "H", "H", "H", "H", "H", "H", "H", "H", "H", "H", "H", "H", "C", "C", "C", "O", "H", "H", "H", "H", "H", "H", "C", "C", "C", "O", "H", "H", "H", "H", "H", "H", "C", "C", "C", "O", "H", "H", "H", "H", "H", "H", "C", "C", "C", "O", "H", "H", "H", "H", "H", "H", "C", "C", "C", "O", "H", "H", "H", "H", "H", "H"], "positions_angstrom": [[-0.79998, 1.91746, -0.08898], [-0.10038, 1.24186, 1.02523], [1.01679, 0.48528, 0.42065], [-0.98430, 0.41134, 1.73133], [-2.13689, 0.22267, 1.37050], [-0.53344, -0.25238, 3.04408], [0.41364, -1.41878, 2.74491], [1.47734, -1.52352, 3.31811], [-0.02899, -2.24706, 1.77359], [0.27728, -3.63207, 1.98303], [1.56522, -4.00342, 1.23589], [1.47109, -4.00496, -0.28694], [0.79384, -2.90470, -0.80656], [-0.91246, -4.54569, 1.66374], [-0.44840, -5.81787, 1.90015], [-1.31480, -4.44821, 0.37688], [-2.11462, -4.35376, 2.58767], [-2.87397, -3.02996, 2.33776], [-4.76242, -3.09977, 2.52302], [-5.20772, -1.77471, 3.80938], [-5.38251, -4.77537, 3.11745], [-5.49971, -2.58479, 0.85151], [-6.00375, -1.31585, 0.69674], [-6.49390, -0.94536, -0.53470], [-6.45776, -1.84816, -1.55635], [-5.97780, -3.11944, -1.40491], [-5.47930, -3.50035, -0.18395], [-1.28446, 1.19716, -0.75779], [-0.04867, 2.43146, -0.69523], [-1.49831, 2.65716, 0.30103], [1.62924, 1.13134, -0.20361], [1.65099, 0.09982, 1.22726], [0.67057, -0.40038, -0.12832], [0.03385, 0.45100, 3.65484], [-1.40963, -0.56794, 3.60388], [0.48503, -3.78435, 3.04649], [2.33243, -3.28805, 1.53853], [1.91699, -4.99539, 1.53087], [1.01973, -4.90926, -0.69950], [2.48936, -3.95019, -0.67545], [-1.70575, -4.31790, 3.60378], [-2.73805, -5.24809, 2.52353], [-2.67040, -2.72979, 1.30472], [-2.49602, -2.20892, 2.94401], [-4.86161, -0.82096, 3.39587], [-4.61098, -1.93006, 4.71439], [-6.27438, -1.74948, 4.03484], [-6.41350, -4.72913, 3.47718], [-4.76120, -5.06330, 3.97515], [-5.31954, -5.56778, 2.36668], [-6.02080, -0.60390, 1.51115], [-6.87294, 0.05593, -0.70235], [-6.83603, -1.55325, -2.52595], [-5.98358, -3.83173, -2.22197], [-5.05906, -4.48483, -0.00593], [-4.63806, 1.96549, -3.48799], [-5.71925, 1.20624, -4.21784], [-6.47198, 1.94548, -5.29817], [-5.97003, 0.05546, -3.94709], [-4.18213, 1.31688, -2.74233], [-3.86926, 2.28964, -4.19144], [-5.06639, 2.83433, -2.98527], [-5.78210, 2.26871, -6.07930], [-6.97881, 2.81335, -4.87319], [-7.21575, 1.28375, -5.73728], [2.37542, -3.07173, -4.53474], [3.43344, -4.00468, -3.99975], [4.47155, -4.50327, -4.97538], [3.44718, -4.33756, -2.83758], [1.69855, -2.79386, -3.72856], [2.84094, -2.16841, -4.93239], [1.80371, -3.56752, -5.32094], [5.02681, -3.66146, -5.39190], [3.98990, -5.06039, -5.78041], [5.16631, -5.16191, -4.45829], [3.81746, 2.04074, 2.28082], [4.99746, 2.58863, 1.51629], [6.36999, 2.30945, 2.07171], [4.84595, 3.22781, 0.49739], [2.89698, 2.31634, 1.76886], [3.88066, 0.95244, 2.33207], [3.79922, 2.46063, 3.28782], [6.54246, 1.23227, 2.11552], [6.46380, 2.73955, 3.06937], [7.11875, 2.75881, 1.42860], [1.81146, 5.74382, -1.48323], [0.71169, 5.02327, -2.22187], [0.02270, 5.77195, -3.33584], [0.39573, 3.89153, -1.93271], [2.21854, 5.09127, -0.71302], [2.61121, 6.01263, -2.17497], [1.41507, 6.64435, -1.01098], [0.74614, 6.04187, -4.10660], [-0.44984, 6.67358, -2.94308], [-0.74276, 5.13743, -3.77808], [8.95254, 6.67306, 2.90689], [8.42831, 5.53386, 2.06649], [7.65626, 5.89648, 0.82084], [8.61829, 4.38076, 2.37836], [9.48489, 6.27205, 3.76694], [9.63984, 7.28406, 2.31982], [8.12376, 7.28859, 3.26033], [8.28916, 6.47495, 0.14567], [6.77259, 6.47898, 1.08613], [7.33634, 4.98868, 0.31293]], "forces_ev_per_a": [[0.5, 0.2, -0.1], [-0.5, -0.4, -1.0], [0.5, -0.6, 1.2], [-1.4, -0.3, 0.1], [0.7, 0.5, 0.4], [1.1, 0.3, -0.9], [0.5, 0.7, 0.7], [-0.9, -0.5, -0.4], [-0.7, -0.1, 0.8], [1.3, -0.5, -0.3], [-0.3, 0.3, -0.5], [0.8, -0.2, -0.1], [-0.1, 0.1, 0.2], [-0.7, 0.6, 1.2], [0.2, -0.2, -0.5], [0.3, -0.3, -0.3], [0.4, 0.8, 0.4], [-0.2, -0.7, -0.6], [-0.2, 0.7, 0.0], [0.5, -0.3, -0.4], [0.3, 0.0, 0.1], [0.7, -0.9, 2.1], [-0.2, 0.5, -0.1], [0.0, 0.8, 0.3], [-0.8, 0.3, -1.6], [0.3, -1.0, -0.2], [0.1, 0.0, 0.2], [-0.3, 0.1, 0.3], [-0.3, -0.1, 0.5], [-0.2, -0.2, -0.1], [-0.2, 0.1, 0.0], [0.1, 0.1, -0.2], [0.0, 0.3, -0.2], [0.0, -0.1, -0.1], [0.0, -0.2, -0.2], [-0.1, 0.1, 0.0], [-0.1, 0.0, 0.1], [-0.1, 0.1, 0.1], [-0.2, 0.1, 0.2], [-0.1, -0.1, -0.1], [-0.1, -0.3, 0.0], [0.0, 0.1, -0.2], [-0.2, 0.1, 0.1], [0.0, -0.1, 0.1], [-0.3, 0.0, 0.1], [-0.3, -0.1, 0.1], [0.1, 0.2, 0.1], [0.0, 0.1, -0.1], [-0.1, -0.1, -0.1], [0.0, 0.1, 0.1], [0.0, -0.1, 0.1], [0.0, 0.0, 0.0], [0.0, 0.0, 0.0], [0.0, 0.2, -0.1], [-0.1, -0.1, -0.2], [0.0, -0.3, 0.1], [0.0, 0.0, 0.0], [-0.1, -0.2, 0.0], [0.0, 0.1, -0.1], [0.0, 0.0, 0.0], [-0.1, 0.2, 0.0], [0.1, 0.1, -0.1], [0.0, 0.2, 0.1], [0.1, 0.1, -0.1], [0.0, 0.0, 0.0], [-0.1, 0.0, 0.3], [-0.1, 0.0, 0.0], [0.1, -0.1, 0.2], [0.1, 0.0, 0.0], [0.0, 0.0, 0.0], [0.0, -0.1, -0.2], [0.1, 0.1, -0.1], [-0.1, 0.0, -0.2], [0.0, 0.1, -0.1], [0.0, 0.0, 0.0], [-0.2, 0.2, -0.3], [0.0, 0.0, 0.0], [-0.1, 0.0, -0.3], [0.0, 0.0, 0.0], [0.0, 0.0, 0.0], [0.0, 0.0, 0.2], [0.1, -0.2, 0.1], [-0.1, 0.0, 0.2], [0.0, -0.2, 0.1], [0.0, 0.0, 0.1], [0.0, -0.3, 0.2], [0.0, 0.0, 0.1], [-0.2, -0.2, 0.0], [0.1, 0.3, -0.4], [0.0, 0.0, 0.0], [-0.1, 0.2, 0.0], [0.1, 0.1, -0.1], [0.0, 0.2, 0.1], [0.1, 0.1, -0.1], [0.0, 0.0, 0.0], [0.1, -0.2, 0.2], [0.0, 0.0, 0.0], [0.0, -0.3, 0.0], [0.1, 0.1, 0.0], [0.0, 0.0, 0.0], [-0.1, 0.1, 0.0], [0.0, 0.1, -0.1], [-0.1, 0.2, 0.1], [0.1, 0.1, -0.1], [0.0, 0.0, 0.0]], "relative_energy_kcal_mol": 0.0, "homo_energy_ha": -0.3174, "orbital_gap_ev": 9.26, "charge": 0, "smiles": "CN(C)C(=O)CC(=O)O[C@H](CCF)C(F)(F)CC[Si](C)(C)c1ccccc1.CC(C)=O.CC(C)=O.CC(C)=O.CC(C)=O.CC(C)=O", "total_energy_ha": -2576.1186, "largest_force_ha_per_bohr": 0.045}



# 2
{"formula": "C34H59BrCdNP3", "method": "wB97M-V/def2-TZVPD", "symbols": ["C", "C", "C", "C", "N", "C", "C", "C", "C", "C", "C", "C", "C", "C", "Cd", "P", "H", "H", "H", "H", "H", "H", "H", "H", "C", "C", "H", "H", "H", "H", "H", "C", "C", "H", "H", "H", "H", "H", "C", "C", "H", "H", "H", "H", "H", "Br", "P", "C", "C", "H", "H", "H", "H", "H", "C", "C", "H", "H", "H", "H", "H", "C", "C", "H", "H", "H", "H", "H", "C", "C", "C", "P", "C", "C", "C", "C", "C", "C", "H", "H", "H", "H", "H", "H", "H", "H", "H", "H", "H", "H", "H", "H", "H", "H", "H", "H", "H", "H", "H"], "positions_angstrom": [[-0.47230, 6.68849, -5.94601], [-0.67159, 5.33769, -6.33169], [-0.95911, 5.11418, -7.70415], [-1.04323, 6.19920, -8.57871], [-0.85846, 7.45918, -8.17964], [-0.57392, 7.70389, -6.89980], [-0.60601, 4.26039, -5.39512], [-0.59621, 3.35690, -4.52026], [-0.89694, 2.74490, -3.17365], [0.09518, 2.80820, -2.16464], [0.10129, 1.81094, -1.19402], [-1.00046, 0.95333, -1.06700], [-2.14232, 1.15445, -1.84127], [-2.09741, 2.04135, -2.93832], [0.36945, 1.48768, -4.84139], [2.08997, -1.32298, -2.03259], [-1.13200, 4.11181, -8.09082], [-0.25125, 6.95876, -4.91307], [-1.26843, 6.04074, -9.63992], [-0.41921, 8.75403, -6.61873], [-2.91130, 2.03930, -3.66164], [0.91671, 3.52089, -2.24499], [-3.03671, 0.56715, -1.63935], [0.99278, 1.62927, -0.57907], [2.29728, -2.81679, -0.94219], [3.43682, -3.78165, -1.25055], [1.32175, -3.33475, -0.99828], [2.38526, -2.42189, 0.08506], [3.53304, -4.49830, -0.42732], [3.23894, -4.36170, -2.16400], [4.40618, -3.27458, -1.34868], [3.14746, -1.74351, -3.46711], [3.67643, -0.53877, -4.25313], [2.51664, -2.37764, -4.11846], [3.98100, -2.37532, -3.13057], [3.56215, -0.72775, -5.32471], [3.17684, 0.38870, -4.01766], [4.76095, -0.40606, -4.07003], [3.16591, -0.13793, -1.10032], [4.62854, -0.52687, -0.92544], [2.68658, -0.00305, -0.11855], [3.08337, 0.82698, -1.63216], [5.17411, 0.32968, -0.51873], [4.75726, -1.35295, -0.20439], [5.11678, -0.80056, -1.86804], [-0.78458, -0.70985, -0.15577], [-2.27154, -2.94113, -3.82143], [-0.48617, -3.38638, -3.82638], [-0.34510, -4.84229, -4.29557], [-0.07236, -3.25705, -2.82657], [0.03600, -2.69991, -4.49429], [0.70079, -5.08842, -4.52273], [-0.68638, -5.54020, -3.50985], [-0.94296, -5.02499, -5.20285], [-2.66477, -2.63205, -2.05344], [-4.02504, -3.24562, -1.69910], [-2.65647, -1.54850, -1.86392], [-1.86926, -3.06635, -1.43993], [-4.15998, -3.26540, -0.60443], [-4.84431, -2.66640, -2.14093], [-4.07043, -4.28204, -2.07173], [-2.55242, -1.35510, -4.66982], [-2.93756, -1.60896, -6.13341], [-1.66744, -0.73394, -4.54459], [-3.38564, -0.85468, -4.15656], [-3.28651, -0.69522, -6.61501], [-2.08876, -1.99432, -6.72236], [-3.75347, -2.34095, -6.18613], [0.35815, -0.94382, 4.35809], [-0.58753, 0.26713, 4.39412], [-0.16744, 1.29556, 5.44008], [-0.79714, 0.92949, 2.70050], [-2.46601, 1.74619, 2.61900], [-2.85416, 2.56342, 3.84640], [-2.62551, 2.51219, 1.30925], [0.55936, 2.14458, 2.34297], [0.41139, 3.50424, 3.01977], [1.95865, 1.55938, 2.59713], [1.38861, -0.64746, 4.09993], [0.02812, -1.68365, 3.62107], [0.37347, -1.41909, 5.34649], [-1.59598, -0.10267, 4.65608], [0.85673, 1.64884, 5.27607], [-0.84607, 2.15752, 5.47879], [-0.20855, 0.81252, 6.42176], [-3.13270, 0.86532, 2.56215], [-2.20059, 3.42992, 3.98592], [-3.87775, 2.93144, 3.69910], [-2.85082, 1.94500, 4.75147], [-2.44582, 1.83235, 0.47942], [-3.65317, 2.89074, 1.21098], [-1.92894, 3.35694, 1.21344], [0.45916, 2.31384, 1.25407], [0.47195, 3.42708, 4.11476], [1.24774, 4.13701, 2.69069], [-0.51712, 4.01393, 2.74805], [2.06590, 0.54611, 2.19737], [2.69690, 2.20140, 2.08647], [2.21480, 1.55074, 3.66868]], "forces_ev_per_a": [[0.1, -0.3, 0.3], [0.1, 0.8, -1.3], [-0.1, -0.1, 0.4], [0.1, 0.0, 0.4], [0.1, 0.0, -0.1], [-0.1, -0.4, 0.0], [-0.3, -1.6, 2.1], [-1.3, 3.8, -0.4], [-0.6, 1.1, 0.0], [0.0, -0.7, -0.5], [-0.1, -0.3, 0.4], [0.6, -0.1, -1.0], [0.0, 0.2, -0.4], [0.8, -0.8, 0.4], [1.3, -2.2, -0.9], [0.2, 0.3, 0.1], [0.1, 0.2, 0.2], [0.0, -0.2, -0.3], [0.1, 0.1, 0.5], [-0.1, -0.5, -0.1], [0.2, 0.1, 0.2], [-0.1, -0.4, -0.1], [0.2, 0.1, -0.2], [-0.4, 0.3, -0.3], [-0.7, 0.1, 0.0], [0.1, -0.3, 0.1], [0.4, 0.0, 0.2], [-0.1, -0.1, -0.3], [0.0, 0.1, -0.2], [0.1, 0.2, 0.2], [-0.3, -0.2, 0.0], [0.0, -0.5, -0.3], [0.8, -0.7, -0.4], [0.3, 0.2, 0.3], [-0.2, 0.2, -0.3], [0.1, 0.2, 0.1], [-0.2, 0.5, 0.1], [-0.6, 0.1, -0.1], [-0.1, 0.2, -0.4], [0.3, 0.0, 0.5], [0.1, 0.0, -0.2], [0.1, -0.2, 0.2], [0.1, -0.1, 0.0], [-0.1, 0.3, -0.4], [-0.2, 0.0, 0.2], [-0.1, 0.9, 0.7], [-0.9, -1.5, 0.0], [-0.1, 0.1, -0.3], [0.2, -0.2, 0.0], [0.1, 0.1, 0.0], [0.2, 0.0, -0.1], [-0.2, 0.0, 0.1], [0.0, 0.3, -0.4], [0.2, 0.0, 0.4], [-0.1, 0.4, 0.0], [0.2, -0.1, 0.4], [-0.1, -0.4, 0.0], [-0.1, 0.0, -0.1], [-0.1, 0.0, -0.4], [0.1, -0.2, 0.0], [-0.1, 0.4, 0.1], [-0.1, 0.1, -0.1], [0.2, 0.1, -0.1], [0.3, 0.5, -0.2], [0.1, -0.1, 0.0], [0.0, 0.1, -0.1], [-0.3, 0.0, 0.2], [0.3, 0.1, 0.0], [0.3, -0.1, 0.0], [-0.3, -0.9, -0.1], [0.0, 0.4, 0.1], [0.0, 1.6, 1.1], [-0.1, -0.6, -0.5], [0.0, 0.0, 0.3], [-0.1, 0.0, -0.2], [0.1, -0.3, -0.8], [-0.1, 0.3, 0.4], [0.2, 0.1, -0.1], [-0.4, -0.1, 0.2], [0.0, 0.0, 0.2], [0.0, 0.1, -0.2], [0.3, 0.1, -0.1], [-0.3, -0.1, 0.1], [0.3, -0.2, 0.0], [0.1, 0.0, -0.1], [0.1, 0.3, 0.1], [-0.2, -0.2, 0.1], [0.2, -0.1, 0.0], [0.0, 0.3, -0.1], [-0.1, 0.2, 0.1], [0.3, -0.1, 0.1], [-0.2, -0.2, 0.1], [0.0, -0.1, 0.5], [-0.1, 0.1, -0.4], [-0.2, -0.2, 0.0], [0.2, -0.1, 0.1], [0.0, 0.1, 0.1], [-0.2, -0.2, 0.2], [-0.1, 0.0, -0.4]], "relative_energy_kcal_mol": 78.5, "homo_energy_ha": [-0.4331, -0.4344], "orbital_gap_ev": [4.13, 3.99], "charge": 2, "total_energy_ha": -5150.7364, "largest_force_ha_per_bohr": 0.078}